Density functional theory data (ωB97M-V with the def2-TZVPD basis set) for a cluster of 11 separate species, C30H84Cl4O34P8 in total.

Geometry as XYZ:
```
160
Properties=species:S:1:pos:R:3
C 0.445 21.450 5.272
O 0.797 21.263 3.912
P 0.370 19.943 3.146
O -1.051 19.858 2.821
O 0.914 18.766 4.066
C 2.304 18.672 4.358
O 1.294 19.972 1.860
C 1.214 18.849 0.976
H 0.186 20.523 5.793
H -0.405 22.124 5.372
H 1.305 21.874 5.789
H 2.495 18.079 5.262
H 2.673 19.631 4.753
H 2.912 18.277 3.549
H 0.233 18.379 1.034
H 2.047 18.191 1.235
H 1.397 19.114 -0.066
C -3.697 19.441 4.588
O -4.129 18.878 3.375
P -4.350 17.324 3.281
O -4.525 16.781 1.936
O -3.138 16.652 4.061
C -1.840 16.717 3.528
O -5.567 17.169 4.294
C -6.258 15.961 4.552
H -4.420 20.208 4.866
H -2.761 19.986 4.493
H -3.611 18.696 5.375
H -1.707 17.312 2.615
H -1.277 15.793 3.445
H -1.207 17.391 4.122
H -6.205 15.697 5.608
H -5.913 15.148 3.915
H -7.312 16.151 4.345
C -0.663 11.734 3.250
O -0.899 11.105 1.967
P -1.944 11.780 0.976
O -1.530 13.082 0.458
O -2.071 10.659 -0.143
C -2.637 10.876 -1.424
O -3.363 11.606 1.682
C -3.849 10.267 1.977
H 0.296 12.257 3.292
H -0.450 10.950 3.984
H -1.567 12.280 3.504
H -3.538 10.279 -1.558
H -1.870 10.762 -2.192
H -2.951 11.899 -1.673
H -4.164 10.262 3.022
H -3.052 9.537 1.884
H -4.730 10.137 1.355
C 7.719 15.158 -1.837
O 7.634 13.753 -1.942
P 6.202 13.113 -1.709
O 5.687 13.434 -0.365
O 5.374 13.655 -2.933
C 3.963 13.450 -2.914
O 6.417 11.570 -1.953
C 6.378 10.714 -0.823
H 8.400 15.511 -2.612
H 8.210 15.456 -0.906
H 6.791 15.729 -1.847
H 3.530 13.189 -3.880
H 3.490 14.396 -2.638
H 3.593 12.707 -2.205
H 7.204 10.024 -0.994
H 5.514 10.046 -0.828
H 6.381 11.243 0.123
C 5.582 19.706 -0.977
O 5.690 18.325 -0.614
P 6.124 17.883 0.859
O 5.812 18.919 1.853
O 5.540 16.442 1.002
C 4.170 16.127 0.716
O 7.671 17.493 0.817
C 8.558 18.478 0.291
H 6.045 20.329 -0.217
H 4.536 19.989 -1.110
H 6.030 19.842 -1.962
H 4.071 15.349 -0.030
H 3.670 17.060 0.445
H 3.712 15.864 1.669
H 9.517 18.408 0.802
H 8.197 19.486 0.509
H 8.714 18.318 -0.775
C 1.124 15.181 7.331
O -0.087 15.955 7.341
P -1.514 15.364 7.628
O -1.613 14.409 8.739
O -2.506 16.610 7.649
C -2.207 17.601 8.675
O -1.914 14.620 6.232
C -3.228 14.033 6.286
H 1.900 15.636 7.937
H 1.425 15.239 6.287
H 0.906 14.157 7.610
H -1.404 18.216 8.280
H -1.942 17.032 9.567
H -3.085 18.191 8.916
H -3.707 14.150 7.260
H -3.044 12.963 6.185
H -3.890 14.451 5.533
C -2.358 12.855 -8.620
O -3.198 12.823 -7.458
P -3.180 14.071 -6.501
O -3.350 15.367 -7.163
O -4.205 13.736 -5.353
C -4.125 12.443 -4.725
O -1.757 13.932 -5.786
C -1.115 14.970 -5.066
H -1.411 12.406 -8.319
H -2.148 13.889 -8.886
H -2.816 12.303 -9.428
H -3.327 11.788 -5.066
H -5.083 11.988 -4.986
H -4.092 12.530 -3.638
H -1.819 15.765 -4.808
H -0.289 15.366 -5.657
H -0.714 14.601 -4.120
C 3.600 9.902 3.442
O 4.509 10.652 4.231
P 4.123 12.072 4.837
O 2.826 12.185 5.500
O 4.375 13.022 3.598
C 5.689 13.251 3.037
O 5.340 12.342 5.838
C 5.304 11.703 7.111
H 2.823 9.416 4.037
H 4.161 9.079 3.000
H 3.173 10.510 2.644
H 5.659 12.841 2.024
H 6.487 12.700 3.534
H 5.874 14.319 3.005
H 6.219 11.131 7.260
H 4.464 11.009 7.166
H 5.207 12.440 7.905
C 1.772 15.035 2.998
C 1.878 14.395 1.611
O 1.057 15.251 0.798
C 0.924 14.856 -0.459
C -0.087 15.641 -1.247
O 1.483 13.898 -0.933
H 2.266 16.009 2.911
H 2.411 14.520 3.712
H 0.740 15.140 3.309
H 2.900 14.451 1.245
H 1.545 13.361 1.673
H 0.170 15.806 -2.290
H -0.028 16.685 -0.909
H -1.034 15.135 -1.090
Cl -5.423 16.649 -1.016
C -3.950 15.689 -0.879
Cl -3.616 14.600 -2.254
H -3.106 16.354 -0.761
H -4.053 15.042 -0.020
Cl 2.877 10.320 -0.341
C 1.118 10.477 -0.500
Cl 0.669 9.730 -2.056
H 0.742 9.953 0.367
H 0.813 11.519 -0.516
```

Results
frontier orbital gap	10.459	eV
E	-226505.5797	eV
highest occupied orbital energy	-10.05	eV
net charge	0
SMILES string	COP(=O)(OC)OC.COP(=O)(OC)OC.COP(=O)(OC)OC.COP(=O)(OC)OC.COP(=O)(OC)OC.COP(=O)(OC)OC.COP(=O)(OC)OC.COP(=O)(OC)OC.CCOC(C)=O.ClCCl.ClCCl

---

Density functional theory data (ωB97M-V with the def2-TZVPD basis set) for a cluster of 2 separate species, C4H5N2 in total.

Geometry as XYZ:
```
11
Properties=species:S:1:pos:R:3
C 1.705 -0.585 0.038
C 0.391 -1.098 0.053
C 1.567 0.817 0.105
C -2.725 0.324 0.107
N 0.339 1.088 -0.134
N -0.341 -0.025 -0.159
H 2.514 -1.231 -0.192
H 0.073 -2.056 0.155
H 2.262 1.564 0.167
H -2.567 1.394 0.483
H -3.217 -0.193 -0.624
```

Results
frontier orbital gap (spin up / spin down)	8.099 / 7.331	eV
E	-7193.4162	eV
energy relative to the best compared isomer or geometry (same formula, charge and spin)	105.92	kcal per mole
multiplicity	3
highest occupied orbital energy (spin up / spin down)	-15.24 / -15.10	eV
net charge	+1

---

Density functional theory data (ωB97M-V with the def2-TZVPD basis set) for a structure of composition FH2NO.

Geometry as XYZ:
```
5
Properties=species:S:1:pos:R:3
N -0.121 -0.672 -0.098
O -1.497 0.296 0.421
F -2.528 -0.248 -0.288
H 0.487 -0.908 0.771
H 0.352 -0.067 -0.769
```

Results
frontier orbital gap	10.845	eV
E	-6281.2649	eV
energy relative to the best compared isomer or geometry (same formula, charge and spin)	78.90	kcal per mole
highest occupied orbital energy	-11.05	eV
net charge	0

---

Density functional theory data (ωB97M-V with the def2-TZVPD basis set) for a structure of composition C10H19ClN2O9SV.

Geometry as XYZ:
```
43
Properties=species:S:1:pos:R:3
V 7.843 7.183 6.682
O 12.317 4.282 10.122
C 11.189 4.396 9.415
O 10.196 5.001 9.812
C 11.208 3.626 8.197
O 10.183 3.922 7.267
C 10.631 4.645 6.104
C 10.776 6.110 6.460
O 11.867 6.649 6.382
O 9.715 6.644 6.972
H 12.154 4.781 10.939
H 11.140 2.573 8.548
H 12.245 3.768 7.813
H 9.825 4.512 5.367
H 11.587 4.251 5.743
C 5.218 5.623 6.082
C 6.170 4.635 6.787
N 7.287 5.258 7.548
C 7.265 5.243 9.032
C 6.997 6.614 9.665
S 7.490 8.174 8.708
C 5.737 8.694 8.104
C 4.863 7.643 7.413
N 5.594 7.021 6.310
H 5.312 5.484 5.009
H 4.181 5.425 6.379
H 5.599 4.004 7.472
H 6.654 4.003 6.053
H 8.101 4.660 7.343
H 6.500 4.486 9.389
H 8.226 4.842 9.357
H 5.943 6.727 9.987
H 7.526 6.668 10.601
H 5.249 9.255 8.897
H 5.989 9.428 7.308
H 4.537 6.849 8.082
H 3.912 8.086 7.055
H 5.429 7.552 5.443
O 6.904 8.179 3.094
Cl 8.025 7.656 3.823
O 9.240 7.770 3.130
O 7.824 6.376 4.541
O 8.058 8.664 5.088
```

Results
frontier orbital gap (spin up / spin down)	7.264 / 8.913	eV
E	-81124.7112	eV
energy relative to the best compared isomer or geometry (same formula, charge and spin)	38.25	kcal per mole
multiplicity	4
highest occupied orbital energy (spin up / spin down)	-7.05 / -8.72	eV
net charge	0

---

Density functional theory data (ωB97M-V with the def2-TZVPD basis set) for a structure of composition C30H44F15N4O4PS2.

Geometry as XYZ:
```
100
Properties=species:S:1:pos:R:3
C 3.956 6.075 1.263
C 4.417 4.648 0.746
C 3.675 3.529 1.547
C 3.448 2.248 0.644
C 2.537 1.206 1.357
C 1.242 0.671 0.657
C 1.834 0.289 -0.756
C 3.142 -0.551 -0.827
C 2.984 -1.635 -1.919
F 2.694 -0.970 -3.083
F 1.941 -2.445 -1.645
F 4.124 -2.299 -2.152
N 0.721 -0.724 1.069
C 1.136 -1.355 2.320
F 1.456 -0.586 3.351
F 2.276 -2.064 2.021
F 0.302 -2.289 2.802
C -0.723 -0.690 0.606
P -1.711 -2.333 0.495
C -2.693 -2.357 -1.124
C -0.470 -3.741 0.208
C -1.439 0.700 0.985
C -2.641 0.778 -0.056
C -3.598 2.011 0.057
C -4.192 2.623 -1.247
C -4.036 4.212 -1.249
C -3.680 2.117 -2.620
N -2.132 0.736 2.232
C -1.879 -0.260 3.279
C -2.810 0.192 4.502
C -0.086 1.597 0.680
C 0.049 2.628 1.875
C 0.127 4.021 1.730
C 0.279 4.939 2.839
C 0.327 4.201 4.043
C 0.280 2.800 4.097
N 0.147 1.994 3.055
C -0.183 2.397 -0.649
F 0.928 3.157 -0.907
F -1.193 3.304 -0.693
F -0.381 1.640 -1.761
H 2.955 5.956 1.724
H 3.966 6.772 0.405
H 4.655 6.408 2.060
H 4.305 4.536 -0.354
H 5.515 4.608 0.937
H 4.391 3.181 2.333
H 2.756 3.856 2.067
H 3.200 2.580 -0.376
H 4.470 1.802 0.572
H 2.387 1.620 2.381
H 3.164 0.322 1.629
H 2.032 1.167 -1.404
H 1.113 -0.287 -1.389
H 3.498 -1.069 0.083
H 3.991 0.081 -1.170
H 1.028 -1.450 0.388
H -0.691 -0.518 -0.503
H -2.496 -3.320 -1.651
H -2.381 -1.557 -1.828
H -3.764 -2.325 -0.856
H -0.866 -4.606 0.787
H -0.457 -4.068 -0.851
H 0.535 -3.532 0.625
H -3.285 -0.080 0.269
H -2.368 0.492 -1.089
H -4.462 1.742 0.713
H -3.092 2.812 0.647
H -5.296 2.467 -1.238
H -4.980 4.683 -1.605
H -3.720 4.615 -0.269
H -3.269 4.453 -2.015
H -2.608 2.303 -2.831
H -4.322 2.576 -3.407
H -3.894 1.021 -2.695
H -3.144 0.771 2.218
H -0.869 -0.248 3.719
H -2.231 -1.290 3.068
H -3.782 -0.337 4.499
H -2.942 1.293 4.409
H -2.273 0.021 5.457
H 0.086 4.517 0.749
H 0.329 6.026 2.732
H 0.408 4.768 4.987
H 0.333 2.314 5.091
C 1.730 -5.078 -3.308
F 2.157 -3.844 -3.625
F 2.803 -5.883 -3.343
F 1.335 -5.037 -2.013
S 0.388 -5.644 -4.413
O 0.977 -5.652 -5.723
O -0.663 -4.674 -4.215
N 0.171 -7.055 -3.732
S -0.974 -7.943 -4.385
O -0.701 -8.460 -5.698
O -2.323 -7.490 -4.169
C -0.790 -9.387 -3.273
F -0.997 -9.058 -1.982
F 0.444 -9.917 -3.337
F -1.655 -10.364 -3.573
```

Results
frontier orbital gap	7.478	eV
E	-117689.9489	eV
highest occupied orbital energy	-8.29	eV
net charge	0

---

Density functional theory data (ωB97M-V with the def2-TZVPD basis set) for the molecule C6H13N.

Geometry as XYZ:
```
20
Properties=species:S:1:pos:R:3
C -0.887 1.774 -0.850
C -0.653 0.647 -0.201
C -0.708 0.580 1.342
C 0.642 0.619 2.093
C -0.807 -0.670 -1.020
C 0.498 -1.318 -1.584
N 1.558 -1.677 -0.643
H -1.014 1.768 -1.937
H -0.957 2.806 -0.518
H -1.305 -0.294 1.605
H -1.303 1.400 1.707
H 0.709 0.320 3.148
H 1.391 -0.090 1.756
H 0.923 1.677 2.017
H -1.586 -0.594 -1.771
H -1.231 -1.364 -0.267
H 0.877 -0.733 -2.434
H 0.155 -2.326 -1.861
H 1.273 -1.333 0.257
H 2.425 -1.191 -0.839
```

Results
frontier orbital gap	10.102	eV
E	-7921.3967	eV
energy relative to the best compared isomer or geometry (same formula, charge and spin)	33.12	kcal per mole
highest occupied orbital energy	-9.15	eV
net charge	0
SMILES string	C=C(CC)CCN

---

Density functional theory data (ωB97M-V with the def2-TZVPD basis set) for the ion C10H17FN3S with charge +1.

Geometry as XYZ:
```
32
Properties=species:S:1:pos:R:3
C 2.979 -1.270 -1.594
C 1.559 -1.925 -1.625
C 1.135 -2.068 -3.112
C 1.544 -3.410 -1.006
C 0.528 -1.115 -0.935
N -0.519 -0.458 -1.321
N -1.206 0.135 -0.334
C -0.620 0.054 0.854
C -1.229 0.742 2.050
N -1.714 2.041 1.642
C -3.010 2.057 0.999
C -1.461 3.061 2.711
C -0.751 3.140 1.469
F 0.558 2.846 1.269
S 0.808 -0.859 0.789
H 3.722 -1.614 -2.206
H 2.931 -0.113 -1.858
H 3.338 -1.270 -0.606
H 2.071 -2.240 -3.647
H 0.391 -2.883 -3.246
H 0.817 -1.119 -3.439
H 2.023 -3.170 0.082
H 0.545 -3.839 -0.725
H 2.104 -4.153 -1.510
H -2.089 0.272 2.521
H -0.332 0.762 2.708
H -3.026 1.472 0.090
H -3.640 1.501 1.730
H -3.310 3.024 0.842
H -0.887 2.616 3.582
H -2.203 3.791 2.977
H -1.056 3.994 0.851
```

Results
frontier orbital gap	10.393	eV
E	-28658.9110	eV
energy relative to the best compared isomer or geometry (same formula, charge and spin)	34.59	kcal per mole
highest occupied orbital energy	-13.13	eV
net charge	+1
SMILES string	CC(C)(C)c1nnc(C[N@@+]2(C)C[C@H]2F)s1

---

Density functional theory data (ωB97M-V with the def2-TZVPD basis set) for a cluster of 2 separate species, C3H7N3O2 in total.

Geometry as XYZ:
```
15
Properties=species:S:1:pos:R:3
C -1.448 -0.007 1.070
N -0.383 -0.373 0.158
C 0.999 -0.072 0.406
C 0.662 1.493 -0.882
N -0.662 -1.470 -0.684
O 1.162 0.489 1.652
N 0.849 1.697 -2.017
O 1.877 -0.783 -0.081
H 2.096 0.383 1.875
H 0.222 -1.982 -0.796
H -0.938 -1.113 -1.606
H 0.709 1.479 -2.985
H -1.196 0.941 1.541
H -2.374 0.084 0.500
H -1.576 -0.765 1.849
```

Results
frontier orbital gap	9.143	eV
E	-11786.7946	eV
energy relative to the best compared isomer or geometry (same formula, charge and spin)	104.20	kcal per mole
highest occupied orbital energy	-8.40	eV
net charge	0

---

Density functional theory data (ωB97M-V with the def2-TZVPD basis set) for a cluster of 2 separate species, C4H9NO in total.

Geometry as XYZ:
```
15
Properties=species:S:1:pos:R:3
C -1.142 -2.141 0.681
C -0.506 -1.793 -0.628
C 0.861 -1.856 -0.879
N 1.702 -0.832 -1.376
C 2.561 -0.432 -0.472
H -2.152 -2.571 0.536
H -0.542 -2.797 1.308
H -1.476 -1.256 1.280
H -1.021 -0.996 -1.185
H 1.398 -2.808 -0.866
H 3.450 0.053 -0.872
H 2.285 -0.620 0.559
H -2.293 5.453 0.878
H -1.333 6.622 0.784
O -1.791 5.974 0.253
```

Results
frontier orbital gap (spin up / spin down)	2.371 / 5.149	eV
E	-7827.7585	eV
energy relative to the best compared isomer or geometry (same formula, charge and spin)	50.43	kcal per mole
multiplicity	2
highest occupied orbital energy (spin up / spin down)	0.40 / -2.39	eV
net charge	-1

---

In the order shown, the computed maximum force values come out to 2.87, 5.91, 4.72, 6.63, 4.05, 2.46, 5.03, 4.74, 2.15 eV Å⁻¹.